No. 1
Computed, not measured: a molecular structure, C21H35CeFP2 at a distorted geometry, with ωB97M-V with the def2-TZVPD basis set.

Results
Relative energy (zero: lowest compared OMol25 entry of this formula, charge and spin) = 0.058 eV
E_HOMO (alpha / beta) = -13.97 / -13.96 eV
HOMO-LUMO gap (alpha / beta) = 0.233 / 0.233 Eh

The geometry in ORCA input format:
```
! RIJCOSX wB97M-V def2-TZVPD def2/J DEFGRID3
* xyz 2 1
P -0.02 -2.40 0.68
P -0.28 1.76 0.91
C -0.36 -0.96 -0.47
C 0.28 0.46 -0.35
H -1.43 -0.89 -0.70
H 0.06 -1.39 -1.39
H 1.36 0.41 -0.58
H -0.15 1.01 -1.18
C -1.91 2.29 0.34
H -2.28 2.92 1.16
H -2.58 1.43 0.26
H -1.90 2.86 -0.59
C 0.81 3.21 0.63
H 0.50 3.85 -0.19
H 1.87 2.95 0.52
H 0.73 3.78 1.57
C -1.02 -3.91 0.40
H -0.85 -4.54 1.30
H -0.78 -4.51 -0.49
H -2.09 -3.66 0.39
C 1.72 -2.89 0.21
H 2.42 -2.04 0.30
H 1.81 -3.30 -0.80
H 2.06 -3.65 0.92
Ce 1.12 -0.33 2.11
C 0.69 1.12 -3.28
C -0.66 1.22 -3.20
C -1.58 0.50 -4.13
C -1.18 -0.97 -4.44
C -0.43 -1.71 -3.37
C 0.92 -1.77 -3.34
C 1.80 -1.00 -4.28
C 1.35 0.46 -4.45
C 0.09 -2.04 3.53
H 1.37 1.63 -2.60
H -1.19 1.93 -2.55
H -1.64 1.02 -5.12
H -2.60 0.53 -3.71
H -2.12 -1.52 -4.62
H -0.62 -1.01 -5.39
H -1.07 -2.28 -2.69
H 1.47 -2.46 -2.67
H 1.78 -1.46 -5.30
H 2.84 -1.06 -3.92
H 2.26 1.04 -4.70
H 0.70 0.55 -5.34
H 0.60 -1.84 4.49
H -0.04 -3.15 3.51
H -0.91 -1.58 3.62
F -0.55 3.41 7.33
C -0.28 2.55 6.29
C 1.03 2.44 5.84
C 1.26 1.73 4.63
C 0.18 1.18 3.92
C -1.10 1.17 4.49
C -1.34 1.85 5.71
H 1.85 2.90 6.39
H 2.28 1.66 4.23
H -1.92 0.64 3.98
H -2.33 1.88 6.17
*
```



No. 2
Computed, not measured: 2 unconnected molecules or ions with the total composition C21H35ClN4O4P at a distorted geometry, with ωB97M-V with the def2-TZVPD basis set.

Results
Relative energy (zero: lowest compared OMol25 entry of this formula, charge and spin) = 19.054 eV
E_HOMO = -10.94 eV
HOMO-LUMO gap = 0.271 Eh

The geometry in ORCA input format:
```
! RIJCOSX wB97M-V def2-TZVPD def2/J DEFGRID3
* xyz 1 1
C 0.01 -2.46 2.70
C -1.58 -2.59 2.32
C -1.90 -2.90 0.74
C -0.91 -2.16 -0.33
N -1.23 -0.71 -0.61
C -0.08 0.22 -0.29
C -0.14 1.55 0.68
C -1.36 2.27 1.50
C -2.27 1.27 2.42
C -1.88 0.81 3.98
C -2.85 -0.19 4.90
C -4.26 -0.78 4.22
C -4.70 -0.36 2.70
C -6.08 -0.87 1.93
C -3.72 0.66 1.86
N 1.32 2.02 0.64
C 1.93 3.24 1.36
C 2.98 2.79 2.57
C 3.69 4.12 3.29
Cl 2.04 1.73 3.83
C 2.29 1.20 -0.24
N 3.77 1.42 -0.50
N 1.37 0.11 -0.80
P 2.11 -1.06 -1.92
O 3.12 -2.09 -1.22
O 0.93 -1.90 -2.96
O 3.12 -0.15 -3.06
H 0.18 -2.93 3.77
H 0.71 -3.06 1.97
H 0.42 -1.36 2.76
H -2.15 -1.60 2.60
H -2.02 -3.45 3.01
H -1.84 -4.08 0.62
H -3.04 -2.62 0.56
H 0.25 -2.27 -0.08
H -1.05 -2.73 -1.37
H -2.14 -0.40 -0.18
H -0.85 3.04 2.25
H -1.99 2.95 0.75
H -0.85 1.22 4.41
H -2.53 -0.49 6.01
H -4.96 -1.52 4.84
H -5.86 -1.10 0.78
H -6.89 0.01 1.92
H -6.52 -1.87 2.38
H -4.06 0.98 0.77
H 1.13 3.94 1.85
H 2.58 3.84 0.57
H 3.86 2.11 2.21
H 3.21 4.35 4.33
H 4.87 3.96 3.38
H 3.49 5.03 2.55
H 4.33 0.55 -0.43
H 4.17 2.21 0.05
H 0.28 -1.15 -3.18
H 2.44 0.14 -3.76
C 2.66 -0.06 -8.17
C 1.57 -0.47 -7.22
O 0.88 0.36 -6.64
C 1.36 -1.95 -7.00
H 2.69 1.04 -8.23
H 3.62 -0.42 -7.81
H 2.45 -0.45 -9.17
H 2.27 -2.40 -6.59
H 1.09 -2.43 -7.95
H 0.54 -2.10 -6.29
*
```



No. 3
Computed, not measured: 2 unconnected molecules or ions with the total composition C21H35F10I2N4O4S at a distorted geometry, with ωB97M-V with the def2-TZVPD basis set.

Results
E_HOMO = -11.20 eV
HOMO-LUMO gap = 0.280 Eh

The geometry in ORCA input format:
```
! RIJCOSX wB97M-V def2-TZVPD def2/J DEFGRID3
* xyz 1 1
C 0.48 1.41 3.09
C 1.57 2.20 2.24
I 1.82 4.23 3.00
C 1.31 2.13 0.63
I 0.29 3.99 0.05
N 0.52 0.89 0.26
C 1.62 -0.13 0.26
C 1.87 -0.25 -1.31
C 3.34 -0.41 -1.90
C 4.31 -1.32 -1.03
C 4.60 -2.75 -1.75
C 4.81 -3.82 -0.59
C 6.36 -4.14 -0.26
F 6.28 -5.34 0.51
F 6.99 -4.51 -1.45
C 7.09 -3.09 0.67
F 6.10 -2.33 1.34
F 7.74 -3.80 1.70
S 8.33 -1.92 -0.08
F 9.16 -1.90 1.37
F 7.45 -0.61 0.51
F 7.51 -1.74 -1.50
F 9.31 -3.11 -0.64
F 9.43 -0.82 -0.64
N 0.98 0.72 -2.09
O 0.67 -0.06 -3.19
C -0.07 0.98 -1.10
N -1.34 1.27 -1.23
C -1.95 1.43 -2.59
C -2.26 1.47 -0.05
C -2.92 0.10 0.47
C -4.48 0.41 0.74
C -5.10 -0.57 1.87
C -5.60 0.29 3.16
N -4.91 -0.18 4.40
H -0.57 1.65 2.74
H 0.56 1.62 4.20
H 0.69 0.29 2.94
H 2.57 1.65 2.41
H 2.32 2.17 0.09
H 2.61 0.12 0.76
H 1.27 -1.05 0.83
H 1.41 -1.28 -1.53
H 3.22 -0.91 -2.92
H 3.74 0.65 -2.07
H 5.28 -0.72 -0.90
H 3.95 -1.50 0.04
H 5.43 -2.69 -2.51
H 3.64 -3.02 -2.29
H 4.21 -3.62 0.36
H 4.41 -4.81 -0.99
H -0.10 -0.64 -3.03
H -1.13 1.79 -3.29
H -2.21 0.38 -2.96
H -2.88 2.07 -2.61
H -1.74 1.96 0.83
H -3.09 2.14 -0.44
H -2.49 -0.15 1.50
H -2.77 -0.78 -0.24
H -4.64 1.49 1.03
H -5.10 0.22 -0.19
H -4.32 -1.32 2.23
H -5.98 -1.16 1.47
H -5.37 1.40 3.05
H -6.73 0.17 3.27
H -3.92 0.12 4.38
H -4.92 -1.20 4.38
C -8.67 2.85 -2.06
C -8.24 2.17 -0.80
O -6.86 1.96 -1.01
C -6.45 2.97 -1.83
O -5.31 3.27 -2.01
O -7.51 3.59 -2.42
F -8.85 0.97 -0.66
H -8.91 2.15 -2.86
H -9.52 3.52 -1.90
H -8.39 2.76 0.11
*
```



No. 4
Computed, not measured: a molecular structure, C21H35IN10O5PdS2, with ωB97M-V with the def2-TZVPD basis set.

Results
Relative energy (zero: lowest compared OMol25 entry of this formula, charge and spin) = 0.725 eV
E_HOMO = -7.25 eV
HOMO-LUMO gap = 0.265 Eh

The geometry in ORCA input format:
```
! RIJCOSX wB97M-V def2-TZVPD def2/J DEFGRID3
* xyz 0 1
Pd 1.52 0.51 -0.73
C 1.66 -2.56 -4.56
C 2.39 -1.40 -3.97
C 2.99 -0.41 -4.68
C 3.60 0.65 -3.94
N 3.63 0.70 -2.64
C 3.07 -0.34 -1.89
S 3.59 -0.65 -0.28
N 2.44 -1.36 -2.62
C 4.24 1.78 -4.69
H 1.56 -2.44 -5.64
H 0.66 -2.64 -4.13
H 2.19 -3.49 -4.36
H 2.98 -0.42 -5.76
H 1.91 -2.02 -2.08
H 5.17 1.42 -5.15
H 4.46 2.60 -4.02
H 3.59 2.13 -5.50
C -1.39 -2.76 5.11
C -0.19 -3.65 4.77
C -0.46 -4.46 3.51
C 1.10 -2.84 4.66
N 1.00 -1.75 3.69
C 1.17 -1.74 2.37
N 0.88 -0.55 1.91
N 0.56 0.19 2.99
N 0.64 -0.51 4.07
H -2.24 -3.38 5.39
H -1.68 -2.15 4.26
H -1.17 -2.09 5.94
H -0.02 -4.34 5.60
H -0.61 -3.81 2.65
H -1.37 -5.05 3.63
H 0.36 -5.15 3.29
H 1.94 -3.47 4.34
H 1.36 -2.37 5.61
H 1.49 -2.59 1.79
C -2.80 4.08 2.65
C -2.51 3.81 1.17
S -3.33 2.33 0.67
O -4.76 2.55 0.72
O -2.77 1.22 1.40
C -2.89 2.16 -1.05
C -3.34 0.79 -1.57
N -2.35 -0.26 -1.34
C -1.14 -0.34 -1.97
N -0.36 -1.26 -1.43
C -1.08 -1.80 -0.40
C -2.30 -1.21 -0.34
N -3.38 -1.59 0.52
O -3.09 -2.32 1.45
O -4.51 -1.30 0.19
C -0.77 0.48 -3.16
H -2.27 4.98 2.96
H -2.45 3.24 3.26
H -3.86 4.21 2.82
H -1.45 3.65 0.97
H -2.89 4.60 0.53
H -1.82 2.30 -1.13
H -3.43 2.95 -1.57
H -3.52 0.84 -2.64
H -4.27 0.47 -1.09
H -0.72 -2.60 0.22
H -1.52 1.23 -3.40
H -0.64 -0.17 -4.02
H 0.17 1.01 -2.98
N 1.74 2.63 1.38
C 1.42 2.54 0.04
O 0.24 2.27 -0.32
C 2.37 3.36 -0.85
I 1.51 3.83 -2.74
H 1.17 2.03 1.97
H 2.72 2.57 1.59
H 3.29 2.82 -1.06
H 2.57 4.31 -0.38
*
```